Computed, not measured: a structure of composition C28H27Br2N3ORhS, with ωB97M-V/def2-TZVPD.

Results
HOMO in eV: -10.756
Energy in Eh: -6979.312384
HOMO-LUMO gap in eV: 7.610
Net charge: +1
ΔE to the lowest compared entry with this formula, charge and spin in kcal/mol: 0.00

CARTESIAN COORDINATES (ANGSTROEM)
Rh 0.298 -1.256 0.817
Br 1.524 -2.441 2.613
C 1.435 -0.953 3.820
C 2.058 -1.031 5.027
C 1.932 0.061 5.909
C 1.183 1.150 5.557
C 0.530 1.225 4.304
C -0.274 2.335 3.948
C -0.907 2.362 2.741
C -0.752 1.305 1.813
C 0.027 0.225 2.114
C 0.669 0.155 3.384
H 2.628 -1.905 5.309
H 2.426 0.021 6.870
H 1.073 1.981 6.243
H -0.384 3.150 4.652
H -1.539 3.198 2.473
H -1.298 1.365 0.882
C -3.175 -4.531 -1.664
C -2.913 -3.908 -0.324
C -3.732 -4.123 0.778
C -3.446 -3.511 1.984
C -2.338 -2.684 2.065
Br -1.967 -1.871 3.722
N -1.534 -2.465 1.027
C -1.829 -3.069 -0.133
H -4.012 -5.225 -1.614
H -2.302 -5.079 -2.019
H -3.412 -3.769 -2.407
H -4.593 -4.774 0.696
H -4.065 -3.666 2.855
H -1.161 -2.850 -0.959
C 2.620 1.686 -3.974
C 2.874 2.356 -2.632
N 3.027 1.402 -1.520
C 4.387 1.131 -1.044
C 5.055 -0.028 -1.770
C 1.956 0.799 -1.006
S 2.243 -0.338 0.278
N 0.785 1.162 -1.538
C -0.374 0.571 -1.395
O -0.668 -0.469 -0.712
C -1.522 1.156 -2.134
C -2.801 0.627 -1.961
C -3.876 1.172 -2.642
C -3.683 2.249 -3.497
C -2.412 2.782 -3.669
C -1.334 2.239 -2.993
H 2.530 2.447 -4.750
H 1.695 1.113 -3.950
H 3.438 1.021 -4.250
H 2.059 3.034 -2.385
H 3.795 2.935 -2.662
H 4.348 0.947 0.029
H 4.956 2.049 -1.185
H 4.489 -0.949 -1.639
H 6.057 -0.184 -1.370
H 5.147 0.176 -2.837
H -2.945 -0.204 -1.281
H -4.867 0.760 -2.504
H -4.524 2.674 -4.028
H -2.263 3.622 -4.334
H -0.341 2.642 -3.123